[1]
Here is a molecular structure, C40H34As2HfN2O2 from the OMol25 dataset. Energies are from ωB97M-V/def2-TZVPD.

Atoms and positions in Å:
Hf 0.15 -1.09 0.30
As 0.39 -0.49 -2.49
As -1.52 1.08 -0.11
O 2.01 -0.65 0.79
O -1.05 -2.56 0.74
N 0.28 -0.97 2.48
N 1.45 -0.40 2.99
C 0.69 -3.74 -5.84
C -0.79 4.88 2.50
C 6.22 1.22 2.76
C -3.63 -3.45 3.86
C 2.03 1.70 -1.71
C -0.08 2.73 1.70
C 5.35 1.05 3.83
C -2.58 -2.60 4.08
C -1.19 0.56 -2.98
C 0.77 -3.13 -3.52
C 4.07 0.55 3.61
C 3.86 1.49 -3.79
C 3.68 0.23 2.31
C -4.81 -0.26 2.07
C -2.93 -3.72 1.57
C -2.20 3.65 0.98
C -3.64 0.39 1.68
C 1.88 0.71 -2.68
C -0.55 -1.45 3.36
C 4.55 0.40 1.24
C -1.25 2.64 0.96
C 2.34 -0.29 2.06
C -1.54 1.66 -1.98
C 0.86 -4.10 -4.51
C -3.22 0.31 0.36
C -1.96 4.78 1.76
C -1.88 -2.84 1.77
C 2.79 0.60 -3.72
C 0.50 -1.81 -3.87
C -5.53 -0.99 1.14
C -5.10 -1.08 -0.18
C 5.83 0.90 1.47
C 3.10 2.59 -1.79
C 0.15 3.86 2.48
C -1.69 -2.26 3.05
C 0.33 -1.45 -5.20
C -3.80 -4.02 2.60
C 0.43 -2.42 -6.19
C -3.94 -0.43 -0.57
C 4.01 2.48 -2.84
H -0.61 5.76 3.10
H 1.06 3.94 3.06
H 1.34 1.79 -0.88
H -5.68 -1.63 -0.90
H -4.61 -4.71 2.42
H -0.82 2.47 -2.01
H 4.84 3.17 -2.90
H 7.22 1.60 2.94
H -3.04 -4.17 0.59
H 0.76 -4.49 -6.62
H -4.31 -3.70 4.67
H -1.99 -0.17 -3.09
H 0.66 1.93 1.70
H 0.14 -0.42 -5.48
H -3.62 -0.49 -1.60
H -1.02 1.00 -3.96
H 4.24 0.15 0.24
H -3.08 0.98 2.40
H -0.32 -1.25 4.40
H 4.57 1.40 -4.60
H -3.11 3.57 0.41
H 0.91 -3.41 -2.48
H 2.68 -0.18 -4.46
H -2.69 5.58 1.78
H 3.22 3.36 -1.04
H 3.39 0.40 4.43
H 6.51 1.03 0.64
H -5.15 -0.19 3.09
H -2.41 -2.17 5.06
H -2.52 2.08 -2.20
H -6.45 -1.49 1.44
H 0.29 -2.15 -7.23
H 5.66 1.29 4.83
H 1.07 -5.12 -4.25

Properties
Total charge   +2
Orbital gap   0.2436 Ha
Electronic energy   -172079.5305 eV
Maximum force   0.01315 hartree/bohr
HOMO   -13.50 eV

[2]
Here is a gas-phase ion, C5H14NO2S (charge +1) in a non-equilibrium geometry from the OMol25 dataset. Energies are from ωB97M-V/def2-TZVPD.

Atoms and positions in Å:
S -1.16 -0.95 -0.96
O -0.60 0.61 -1.11
O -0.04 -1.44 0.08
N 1.87 0.03 0.00
C 1.56 1.05 0.97
C -2.68 0.31 1.05
C 2.27 0.43 -1.35
C -2.67 -0.92 0.14
C 1.61 -1.25 0.17
H 2.01 2.08 0.65
H -1.89 0.17 1.72
H 1.81 -1.92 -0.69
H 1.92 0.67 1.88
H -2.79 -1.87 0.71
H 3.35 0.66 -1.58
H -3.47 -0.91 -0.55
H 0.45 1.26 0.98
H -3.67 0.33 1.64
H 1.56 1.23 -1.69
H 1.66 -1.76 1.14
H -0.91 1.29 -1.69
H -2.50 1.34 0.49
H 2.31 -0.43 -1.99

Properties
Total charge   +1
Orbital gap   0.3442 Ha
Electronic energy   -21822.5450 eV
Maximum force   0.08858 hartree/bohr
HOMO   -13.19 eV